{"formula": "C32H39ClN5O2PdS4", "method": "ωB97M-V/def2-TZVPD", "symbols": ["Pd", "C", "C", "S", "C", "C", "S", "H", "H", "H", "H", "H", "H", "N", "C", "C", "C", "C", "C", "C", "S", "N", "C", "C", "C", "C", "C", "C", "N", "H", "H", "H", "H", "H", "H", "H", "H", "H", "C", "C", "C", "C", "N", "C", "S", "N", "C", "C", "C", "C", "H", "H", "H", "H", "H", "H", "H", "H", "H", "H", "H", "H", "H", "H", "H", "H", "H", "H", "H", "H", "Cl", "C", "C", "C", "C", "C", "C", "C", "O", "O", "H", "H", "H", "H"], "coordinates": [[0.96684, -1.61458, 0.53872], [1.83589, -5.94359, -0.72490], [1.35524, -4.55186, -0.50172], [1.98534, -3.62941, 0.71629], [0.33149, -3.99620, -1.35402], [-0.16498, -4.76847, -2.53120], [-0.27722, -2.48784, -1.05557], [2.57068, -6.22957, 0.02302], [2.29469, -6.02311, -1.71349], [1.00145, -6.64661, -0.69477], [-0.61836, -5.70716, -2.20531], [0.66843, -5.01957, -3.19060], [-0.90159, -4.20151, -3.09495], [0.36663, -0.78585, 5.08493], [-0.97789, -0.72184, 5.51953], [-1.32607, 0.14345, 6.54244], [-2.64325, 0.22161, 6.97527], [-3.61690, -0.55162, 6.36837], [-3.26913, -1.40385, 5.32769], [-1.95315, -1.50408, 4.91123], [-1.52026, -2.64261, 3.62290], [0.01812, -2.13220, 3.16955], [0.72305, -1.35953, 3.88932], [2.09539, -1.03509, 3.40304], [3.13960, -0.92282, 4.30800], [4.40673, -0.60078, 3.85220], [4.58358, -0.37804, 2.50147], [3.49912, -0.51942, 1.65220], [2.27268, -0.84657, 2.08384], [0.97061, -0.06058, 5.43474], [-0.56197, 0.75438, 7.00908], [-2.90105, 0.89126, 7.78397], [-4.64571, -0.49368, 6.69496], [-4.02827, -2.00265, 4.83976], [2.95822, -1.11411, 5.35658], [5.23680, -0.53126, 4.54212], [5.54732, -0.11699, 2.08912], [3.59859, -0.39547, 0.58193], [-4.01717, -1.77976, -2.32159], [-4.48237, -0.53362, -3.06313], [-3.95620, 0.76091, -2.44602], [-2.42328, 0.87464, -2.46595], [-1.85222, 0.53435, -1.16246], [-0.89405, 1.06728, -0.41757], [-0.49988, 0.24127, 1.07000], [-0.22534, 2.18631, -0.64963], [-0.25567, 3.13231, -1.76198], [-1.34711, 4.19106, -1.63844], [-1.24900, 5.01250, -0.35749], [-2.26894, 6.14194, -0.32127], [-4.41695, -2.68614, -2.77563], [-4.34342, -1.76153, -1.27816], [-2.92857, -1.87036, -2.33422], [-5.57337, -0.50107, -3.07628], [-4.16716, -0.58809, -4.10894], [-4.29750, 0.83660, -1.40924], [-4.38240, 1.61951, -2.96650], [-2.12296, 1.87382, -2.74281], [-1.99848, 0.19517, -3.21109], [-2.22460, -0.30806, -0.75003], [0.43188, 2.38754, 0.08587], [-0.31172, 2.57781, -2.69765], [0.72409, 3.61172, -1.76509], [-2.33552, 3.72505, -1.69169], [-1.27209, 4.85206, -2.50665], [-0.23768, 5.42259, -0.27031], [-1.39285, 4.35904, 0.50761], [-2.10746, 6.84266, -1.14169], [-2.21091, 6.70106, 0.61173], [-3.28514, 5.75388, -0.41278], [5.24885, 3.08149, -5.79222], [4.40261, 2.07603, -4.66340], [3.01686, 2.03221, -4.69904], [2.34750, 1.23400, -3.78671], [3.04913, 0.47631, -2.85552], [4.43844, 0.52422, -2.84748], [5.12238, 1.32747, -3.74441], [2.31017, -0.37891, -1.85432], [1.06667, -0.20211, -1.76042], [2.97403, -1.19713, -1.17603], [2.48145, 2.61508, -5.43561], [1.26740, 1.18079, -3.79188], [4.97562, -0.08797, -2.13608], [6.20225, 1.37388, -3.74350]], "forces_ev_per_a": [[-0.018, 0.663, 0.861], [0.102, -0.066, -0.014], [0.195, 0.439, 0.517], [-0.177, -0.325, -0.624], [-0.303, 0.586, 0.040], [-0.026, -0.065, -0.031], [0.239, -0.446, -0.315], [-0.006, -0.002, 0.001], [-0.005, -0.014, -0.002], [-0.003, -0.003, 0.002], [0.005, -0.002, -0.010], [-0.022, 0.005, -0.031], [0.002, 0.011, 0.005], [0.083, -0.134, 0.140], [-0.076, 0.062, -0.003], [0.015, -0.009, -0.019], [-0.005, -0.006, -0.002], [0.003, 0.006, 0.002], [-0.009, 0.001, -0.021], [0.006, -0.002, -0.021], [-0.055, -0.017, 0.083], [0.025, -0.116, 0.079], [-0.093, 0.058, -0.247], [-0.118, 0.172, 0.018], [-0.053, 0.071, 0.009], [0.015, 0.003, 0.023], [-0.030, 0.037, -0.054], [-0.021, 0.115, -0.008], [0.372, -0.521, 0.001], [-0.030, 0.037, -0.028], [0.008, 0.002, 0.002], [0.000, 0.003, 0.002], [-0.004, -0.002, 0.007], [-0.003, -0.006, -0.004], [0.003, -0.022, 0.001], [-0.001, 0.003, 0.007], [0.001, 0.009, -0.001], [0.015, -0.061, -0.013], [-0.009, -0.018, 0.032], [-0.019, 0.039, -0.010], [0.018, -0.039, 0.037], [0.007, -0.026, -0.059], [0.056, 0.019, 0.070], [0.179, 0.049, -0.264], [-0.025, -0.328, 0.188], [-0.229, 0.006, 0.092], [0.008, -0.018, -0.126], [0.031, -0.038, -0.001], [0.030, -0.014, -0.005], [-0.024, 0.003, 0.007], [-0.015, 0.002, 0.002], [-0.002, -0.005, 0.003], [0.043, -0.007, -0.013], [0.003, 0.004, 0.011], [0.013, 0.009, 0.000], [-0.004, 0.037, -0.006], [0.007, -0.027, -0.059], [-0.008, 0.091, 0.046], [0.017, 0.034, -0.005], [-0.033, 0.011, 0.033], [0.057, -0.048, -0.023], [-0.015, 0.030, 0.025], [-0.007, 0.018, 0.027], [-0.031, -0.025, 0.013], [0.024, -0.007, -0.006], [0.002, 0.022, -0.010], [-0.008, -0.006, -0.005], [0.004, 0.003, -0.006], [0.008, 0.006, 0.004], [-0.004, -0.006, 0.005], [0.022, 0.023, -0.028], [-0.011, -0.021, 0.031], [0.030, 0.001, 0.003], [0.002, 0.006, 0.021], [-0.011, 0.043, 0.012], [-0.037, -0.063, 0.004], [-0.012, 0.030, -0.041], [-0.006, -0.100, -0.126], [-0.105, -0.160, -0.246], [0.016, 0.011, 0.012], [-0.008, 0.004, 0.000], [0.000, -0.016, -0.011], [0.009, 0.009, 0.011], [0.008, -0.003, 0.003]], "lumo_ha": -0.1779, "gap_ev": 4.83, "e_above_lowest_kcal_mol": 15.8, "total_charge": 1}